Density functional theory data (the ωB97M-V functional and the def2-TZVPD basis) for a cluster of 10 separate species, C26H70F3N4O9 in total.

**Frontier orbital gap**: 8.894 eV
**Charge**: +1

Element x y z (Å)
1 N -1.942 -3.345 2.006
2 C -1.526 -3.022 0.644
3 C -0.171 -2.312 0.564
4 C 0.226 -1.815 -0.822
5 C 1.451 -0.898 -0.641
6 N 2.421 -1.197 -1.748
7 C 3.754 -1.331 -1.084
8 C 4.911 -1.309 -2.083
9 C 6.186 -1.824 -1.448
10 F 6.197 -3.174 -1.403
11 F 6.318 -1.387 -0.176
12 F 7.279 -1.436 -2.126
13 C 1.881 -2.291 -2.340
14 N 2.265 -2.764 -3.490
15 N 0.779 -2.880 -1.701
16 H -1.901 -2.495 2.562
17 H -1.292 -3.996 2.432
18 H -2.291 -2.380 0.196
19 H -1.502 -3.956 0.072
20 H 0.615 -2.993 0.922
21 H -0.193 -1.460 1.256
22 H -0.567 -1.234 -1.295
23 H 1.255 0.165 -0.545
24 H 1.909 -1.196 0.311
25 H 3.834 -0.468 -0.424
26 H 3.772 -2.234 -0.464
27 H 5.085 -0.289 -2.432
28 H 4.713 -1.945 -2.947
29 H 3.002 -2.340 -4.030
30 H 1.787 -3.565 -3.895
31 H 1.166 -3.624 -1.117
32 C -0.194 0.780 -4.962
33 C -0.113 0.622 -3.461
34 O -1.088 1.356 -2.732
35 H -0.068 1.818 -5.266
36 H 0.587 0.171 -5.414
37 H -1.151 0.425 -5.349
38 H 0.858 0.962 -3.094
39 H -0.206 -0.448 -3.222
40 H -1.960 1.078 -3.031
41 C 1.730 2.093 2.387
42 C 2.412 2.777 1.219
43 O 1.900 2.244 -0.008
44 H 1.880 1.013 2.333
45 H 2.109 2.452 3.344
46 H 0.654 2.277 2.364
47 H 3.483 2.581 1.214
48 H 2.265 3.858 1.259
49 H 0.950 2.405 -0.010
50 C 0.356 -3.468 -8.142
51 C 1.032 -2.547 -7.147
52 O 0.215 -2.277 -6.007
53 H -0.572 -3.025 -8.501
54 H 1.003 -3.661 -8.997
55 H 0.114 -4.430 -7.680
56 H 1.255 -1.590 -7.619
57 H 1.977 -2.986 -6.807
58 H 0.047 -3.134 -5.603
59 C -0.053 7.095 1.333
60 C -0.191 5.636 1.716
61 O 0.438 5.337 2.963
62 H 1.000 7.370 1.266
63 H -0.526 7.293 0.371
64 H -0.532 7.738 2.072
65 H 0.295 4.995 0.978
66 H -1.249 5.353 1.760
67 H 0.006 5.880 3.630
68 C -0.469 -0.593 6.372
69 C 0.200 0.094 5.198
70 O -0.290 -0.382 3.946
71 H -0.322 -1.672 6.318
72 H -0.062 -0.230 7.318
73 H -1.544 -0.404 6.369
74 H 1.272 -0.104 5.198
75 H 0.062 1.179 5.263
76 H -1.235 -0.184 3.906
77 C -5.443 -3.407 4.745
78 C -4.421 -2.416 5.266
79 O -3.080 -2.863 5.103
80 H -5.338 -4.363 5.257
81 H -6.458 -3.038 4.898
82 H -5.300 -3.581 3.675
83 H -4.549 -2.255 6.336
84 H -4.541 -1.444 4.775
85 H -2.922 -2.945 4.159
86 C -4.898 0.584 1.117
87 C -4.307 0.167 2.449
88 O -2.939 0.564 2.579
89 H -4.315 0.165 0.295
90 H -5.928 0.240 1.025
91 H -4.894 1.671 1.014
92 H -4.294 -0.920 2.532
93 H -4.898 0.561 3.280
94 H -2.905 1.526 2.558
95 C -2.037 9.274 5.516
96 C -1.456 9.936 4.282
97 O -2.008 9.421 3.072
98 H -1.879 8.195 5.482
99 H -1.573 9.665 6.422
100 H -3.112 9.455 5.584
101 H -0.385 9.746 4.212
102 H -1.597 11.020 4.329
103 H -2.955 9.589 3.079
104 C 2.858 -6.362 -6.920
105 C 2.688 -6.115 -5.437
106 O 1.591 -5.224 -5.162
107 H 3.019 -5.423 -7.452
108 H 3.710 -7.016 -7.104
109 H 1.971 -6.842 -7.339
110 H 3.569 -5.626 -5.022
111 H 2.542 -7.054 -4.900
112 H 0.791 -5.640 -5.504

Density functional theory data (the ωB97M-V functional and the def2-TZVPD basis) for a cluster of 7 separate species, C26H71N5O9 in total.

**Frontier orbital gap**: 8.692 eV
**ΔE to the lowest compared entry with this formula, charge and spin**: 0.0 kJ/mol
**Charge**: 0
**SMILES**: COC[C@H](C)N.COC[C@H](C)N.COC[C@H](C)N.COCCNCCOC.COCCNCCOC.CO.CO

Element x y z (Å)
1 C 3.001 -2.889 3.065
2 O 2.424 -4.005 3.725
3 C 1.066 -4.176 3.340
4 C 0.081 -2.998 3.721
5 N -0.008 -2.808 5.185
6 C -0.697 -1.594 5.581
7 C -0.645 -1.386 7.137
8 O -1.248 -0.186 7.423
9 C -1.187 0.082 8.831
10 H 2.816 -1.920 3.527
11 H 2.733 -2.838 2.010
12 H 4.075 -3.059 3.146
13 H 0.717 -5.108 3.784
14 H 1.128 -4.447 2.286
15 H -0.857 -3.179 3.195
16 H 0.458 -2.046 3.349
17 H 0.855 -2.960 5.687
18 H -1.700 -1.332 5.243
19 H -0.112 -0.786 5.142
20 H 0.415 -1.364 7.388
21 H -1.080 -2.223 7.684
22 H -1.490 1.106 9.049
23 H -0.336 -0.154 9.471
24 H -2.009 -0.479 9.274
25 C -5.348 -3.868 -2.494
26 O -4.562 -2.699 -2.112
27 C -4.864 -1.886 -0.973
28 C -6.201 -1.080 -0.883
29 N -6.167 0.171 -1.735
30 C -6.412 -0.245 -3.122
31 C -6.677 0.971 -4.084
32 O -5.375 1.469 -4.522
33 C -5.488 2.826 -4.939
34 H -5.081 -4.122 -3.520
35 H -6.434 -3.776 -2.449
36 H -5.141 -4.656 -1.770
37 H -4.073 -1.140 -0.896
38 H -4.808 -2.452 -0.043
39 H -6.266 -0.749 0.154
40 H -7.083 -1.714 -0.968
41 H -6.866 0.854 -1.483
42 H -7.262 -0.927 -3.120
43 H -5.662 -0.904 -3.558
44 H -7.223 1.707 -3.494
45 H -7.304 0.728 -4.941
46 H -6.146 2.757 -5.805
47 H -4.510 3.263 -5.144
48 H -5.866 3.465 -4.141
49 C 0.031 -7.019 -3.352
50 O 0.768 -8.212 -3.340
51 H -0.526 -7.113 -4.285
52 H -0.548 -6.897 -2.436
53 H 0.657 -6.129 -3.418
54 H 0.314 -8.745 -3.997
55 C 0.723 -1.272 -2.128
56 O 0.964 -0.139 -1.349
57 H -0.264 -1.705 -1.969
58 H 0.747 -1.054 -3.196
59 H 1.412 -2.110 -2.017
60 H 0.222 0.457 -1.478
61 C 6.897 -4.520 -3.910
62 C 5.451 -4.842 -4.254
63 C 4.861 -3.962 -5.344
64 O 4.910 -2.612 -4.777
65 C 4.941 -1.584 -5.747
66 N 5.540 -6.270 -4.548
67 H 6.936 -3.475 -3.603
68 H 7.650 -4.629 -4.691
69 H 7.309 -5.036 -3.043
70 H 4.827 -4.720 -3.368
71 H 3.846 -4.257 -5.612
72 H 5.454 -4.022 -6.257
73 H 5.604 -1.766 -6.592
74 H 5.244 -0.643 -5.288
75 H 3.932 -1.585 -6.159
76 H 6.196 -6.690 -3.905
77 H 4.650 -6.719 -4.386
78 C -1.987 3.888 1.271
79 C -2.289 4.485 -0.121
80 C -1.442 5.686 -0.556
81 O -1.655 6.831 0.243
82 C -1.026 8.033 -0.273
83 N -2.120 3.446 -1.161
84 H -1.002 3.439 1.401
85 H -2.735 3.122 1.476
86 H -2.067 4.608 2.086
87 H -3.354 4.709 -0.054
88 H -1.526 5.832 -1.632
89 H -0.391 5.459 -0.372
90 H -1.119 8.815 0.480
91 H -1.563 8.245 -1.198
92 H 0.038 8.019 -0.506
93 H -2.517 3.887 -1.979
94 H -2.765 2.703 -0.932
95 C 2.885 4.561 4.765
96 C 3.477 4.524 3.318
97 C 4.800 5.263 3.036
98 O 4.738 6.710 3.210
99 C 3.913 7.372 2.282
100 N 3.534 3.135 2.876
101 H 2.201 3.738 4.974
102 H 2.381 5.497 5.004
103 H 3.610 4.529 5.579
104 H 2.727 5.059 2.736
105 H 5.131 4.905 2.061
106 H 5.554 4.837 3.698
107 H 2.861 7.529 2.518
108 H 3.859 6.819 1.344
109 H 4.435 8.313 2.109
110 H 4.347 3.082 2.280
111 H 2.737 2.944 2.285

Density functional theory data (the ωB97M-V functional and the def2-TZVPD basis) for a structure of composition C26H72F6NO28S2Tl.

**Frontier orbital gap**: 1.651 eV
**Charge**: +2

Element x y z (Å)
1 Tl 2.740 -0.897 -2.537
2 C -0.885 -1.118 0.543
3 F -2.201 -0.973 0.505
4 F -0.437 -0.842 1.741
5 F -0.624 -2.332 0.156
6 S -0.181 0.082 -0.730
7 O -0.065 -0.718 -1.940
8 O -1.082 1.208 -0.849
9 N 1.426 0.359 -0.250
10 S 1.428 1.631 0.716
11 O 1.712 2.897 0.029
12 O 0.279 1.751 1.600
13 C 2.901 1.386 1.855
14 F 2.786 0.264 2.533
15 F 4.048 1.426 1.193
16 F 2.926 2.397 2.697
17 C 1.081 -1.253 -5.788
18 C 1.834 -0.017 -6.133
19 O 3.065 0.088 -5.397
20 O 0.544 -1.117 -4.456
21 H 1.715 -2.133 -5.900
22 H 0.199 -1.342 -6.426
23 H 1.253 0.898 -6.012
24 H 2.148 -0.037 -7.183
25 H 3.718 0.589 -5.890
26 H -0.397 -0.915 -4.517
27 C -0.058 4.864 -2.383
28 C -1.180 5.841 -2.804
29 O -2.446 5.543 -2.215
30 O -0.430 3.502 -2.600
31 H 0.314 5.059 -1.378
32 H 0.684 5.163 -3.128
33 H -1.190 6.017 -3.881
34 H -0.895 6.845 -2.470
35 H -2.444 6.041 -1.389
36 H -1.144 3.398 -1.951
37 C -3.394 3.344 4.463
38 C -2.876 2.172 3.670
39 O -2.494 2.574 2.359
40 O -2.415 4.316 4.743
41 H -3.791 3.049 5.443
42 H -4.295 3.739 3.975
43 H -3.639 1.382 3.651
44 H -2.084 1.591 4.154
45 H -1.529 2.521 2.370
46 H -2.442 4.911 3.981
47 C -5.844 -1.987 -0.654
48 C -4.939 -0.825 -1.010
49 O -4.252 -0.993 -2.257
50 O -6.646 -1.761 0.505
51 H -5.400 -2.968 -0.428
52 H -6.459 -2.285 -1.508
53 H -4.240 -0.581 -0.204
54 H -5.537 0.064 -1.208
55 H -4.078 -1.924 -2.447
56 H -6.030 -1.565 1.219
57 C 2.872 2.871 -3.251
58 C 4.164 2.503 -2.549
59 O 4.610 1.213 -2.846
60 O 1.761 1.996 -2.985
61 H 3.037 2.700 -4.321
62 H 2.663 3.891 -2.935
63 H 4.078 2.760 -1.486
64 H 4.849 3.241 -2.992
65 H 5.557 1.255 -3.015
66 H 1.025 2.606 -2.745
67 C 6.092 -0.042 5.244
68 C 7.589 0.005 4.862
69 O 8.202 -1.113 5.501
70 O 5.596 -1.341 4.888
71 H 5.417 0.748 4.929
72 H 6.001 -0.023 6.339
73 H 8.065 0.952 5.113
74 H 7.621 -0.163 3.786
75 H 8.310 -0.832 6.419
76 H 6.347 -1.940 5.018
77 C 3.185 -3.088 2.952
78 C 3.108 -3.278 4.473
79 O 2.864 -2.051 5.120
80 O 1.919 -2.676 2.372
81 H 3.575 -3.937 2.398
82 H 3.781 -2.180 2.807
83 H 3.957 -3.906 4.764
84 H 2.202 -3.859 4.683
85 H 3.683 -1.535 4.966
86 H 1.492 -2.034 2.954
87 C -2.014 1.446 -3.517
88 C -0.987 2.081 -4.466
89 O -1.257 3.435 -4.601
90 O -2.080 0.033 -3.656
91 H -3.009 1.889 -3.651
92 H -1.830 1.634 -2.437
93 H -1.060 1.487 -5.380
94 H 0.011 1.832 -4.095
95 H -0.851 3.901 -3.858
96 H -2.929 -0.124 -3.186
97 C -3.823 2.785 -0.390
98 C -5.007 3.740 -0.073
99 O -4.588 5.087 -0.327
100 O -3.790 2.460 -1.812
101 H -4.209 1.786 -0.146
102 H -2.802 3.053 -0.134
103 H -5.309 3.579 0.959
104 H -5.850 3.591 -0.747
105 H -4.577 5.096 -1.294
106 H -3.649 3.293 -2.299
107 C -1.489 -2.195 4.916
108 C -0.358 -1.194 5.206
109 O 0.010 -1.301 6.562
110 O -1.043 -3.539 4.909
111 H -1.865 -1.901 3.935
112 H -2.294 -2.006 5.627
113 H -0.869 -0.234 5.029
114 H 0.468 -1.202 4.491
115 H 0.898 -0.932 6.647
116 H -0.526 -3.639 5.720
117 C 2.003 -4.055 -0.408
118 C 1.999 -4.437 -1.873
119 O 1.324 -3.479 -2.684
120 O 2.607 -2.790 -0.219
121 H 2.432 -4.830 0.237
122 H 0.950 -3.982 -0.096
123 H 1.429 -5.364 -2.017
124 H 2.967 -4.696 -2.315
125 H 0.683 -3.925 -3.240
126 H 2.406 -2.580 0.730
127 C -1.996 -5.072 -0.758
128 C -3.280 -5.654 -1.333
129 O -3.176 -5.700 -2.733
130 O -0.847 -5.822 -1.151
131 H -2.018 -5.074 0.335
132 H -1.848 -4.082 -1.211
133 H -4.172 -5.095 -1.034
134 H -3.289 -6.674 -0.926
135 H -3.790 -6.346 -3.091
136 H -0.088 -5.358 -0.787

Density functional theory data (the ωB97M-V functional and the def2-TZVPD basis) for a structure of composition C26H72O14.

**Frontier orbital gap**: 9.589 eV
**ΔE to the lowest compared entry with this formula, charge and spin**: 1425.8 kJ/mol
**Charge**: 0

Element x y z (Å)
1 C 2.881 -1.243 -1.203
2 C 3.771 -0.459 -0.139
3 O 4.725 -1.401 0.424
4 O 1.859 -0.385 -1.614
5 H 2.352 -2.198 -0.748
6 H 3.278 -1.433 -2.106
7 H 2.954 0.112 0.518
8 H 4.362 0.183 -0.874
9 H 5.055 -0.835 0.979
10 H 2.366 0.137 -2.224
11 C -2.423 3.295 -0.128
12 C -3.735 4.012 -0.680
13 O -3.940 5.283 -0.128
14 O -2.302 1.955 -0.628
15 H -2.446 3.372 1.068
16 H -1.460 3.814 -0.417
17 H -4.622 3.449 -0.911
18 H -3.419 4.186 -1.679
19 H -4.645 5.969 -0.672
20 H -1.560 1.450 -0.447
21 C -3.233 -2.026 -2.134
22 C -4.413 -2.768 -1.498
23 O -4.846 -3.712 -2.421
24 O -2.184 -2.897 -2.380
25 H -2.938 -1.107 -1.730
26 H -3.650 -1.776 -3.179
27 H -5.367 -2.253 -1.431
28 H -4.214 -3.240 -0.599
29 H -4.093 -3.935 -2.955
30 H -1.528 -2.372 -2.794
31 C -1.201 4.104 3.887
32 C -1.860 5.163 4.691
33 O -2.088 6.398 3.979
34 O -0.715 3.084 4.785
35 H -0.359 4.351 3.173
36 H -1.836 3.652 3.168
37 H -1.051 5.395 5.498
38 H -2.722 4.884 5.197
39 H -2.836 6.287 3.409
40 H -1.625 2.793 5.149
41 C 2.045 2.748 -4.758
42 C 2.094 2.800 -3.210
43 C 0.596 2.556 -2.584
44 O 3.115 1.809 -2.867
45 H 2.974 3.067 -5.234
46 H 1.248 3.322 -5.080
47 H 1.630 1.924 -5.285
48 H 2.638 3.706 -2.778
49 H 0.101 1.550 -3.116
50 H -0.110 3.432 -2.751
51 H 0.400 2.248 -1.645
52 H 4.028 2.109 -3.056
53 C 1.504 -1.219 -4.885
54 C 0.099 -0.780 -4.729
55 C -0.930 -1.342 -5.785
56 O -0.276 -1.094 -3.391
57 H 2.204 -0.765 -4.335
58 H 1.786 -0.984 -6.060
59 H 1.428 -2.359 -4.802
60 H 0.249 0.332 -4.921
61 H -1.969 -0.988 -5.659
62 H -1.151 -2.365 -5.479
63 H -0.629 -1.243 -6.826
64 H 0.488 -0.757 -2.923
65 C 4.171 3.437 0.569
66 C 3.127 3.196 1.685
67 C 1.696 3.105 1.193
68 O 3.388 2.028 2.449
69 H 5.111 3.343 1.084
70 H 4.062 4.458 0.053
71 H 4.343 2.709 -0.095
72 H 3.131 4.232 2.541
73 H 1.522 4.106 0.472
74 H 0.813 3.313 1.967
75 H 1.510 2.115 0.695
76 H 3.062 1.993 3.314
77 C 2.300 -4.951 2.703
78 C 2.636 -3.419 2.290
79 C 2.511 -2.547 3.518
80 O 4.002 -3.393 1.924
81 H 1.494 -4.998 3.247
82 H 3.089 -5.569 3.390
83 H 2.397 -5.509 1.780
84 H 2.059 -3.309 1.516
85 H 3.082 -1.814 3.253
86 H 3.144 -2.928 4.444
87 H 1.518 -2.329 3.983
88 H 3.918 -2.857 1.186
89 C -1.159 0.407 2.203
90 C -0.141 -0.288 1.217
91 C -0.541 -1.807 1.171
92 O -0.383 0.359 -0.001
93 H -2.218 0.153 2.148
94 H -1.311 1.600 2.213
95 H -0.728 0.207 3.228
96 H 0.844 -0.368 1.527
97 H -0.487 -2.295 2.073
98 H 0.096 -2.293 0.425
99 H -1.463 -2.013 0.681
100 H 0.293 0.307 -0.507
101 C -1.957 -4.928 1.307
102 C -2.914 -4.910 2.313
103 C -3.270 -3.599 2.943
104 O -4.105 -5.594 1.862
105 H -2.229 -4.243 0.640
106 H -2.238 -5.704 0.798
107 H -0.968 -4.934 1.456
108 H -2.449 -5.600 3.127
109 H -3.904 -2.961 2.448
110 H -2.459 -3.021 3.133
111 H -3.788 -3.681 3.968
112 H -4.458 -6.196 2.424